Computed, not measured: a 6-piece molecular cluster, C5H23NO7 overall at a distorted geometry, with ωB97M-V with the def2-TZVPD basis set.

```
36
Properties=species:S:1:pos:R:3:nbo_charge:R:1
C 1.04 2.45 0.25 -0.636
C 0.39 1.38 1.13 -0.041
C -1.10 1.28 0.81 -0.443
C -1.92 0.45 1.82 -0.061
O -2.57 -0.68 1.23 -0.782
N 1.01 0.05 0.99 -0.682
C 2.39 -0.06 1.32 0.086
O 3.30 0.24 0.24 -0.761
H 0.50 3.40 0.29 0.222
H 2.05 2.70 0.61 0.191
H 1.12 2.17 -0.80 0.212
H 0.52 1.68 2.17 0.187
H -1.24 0.86 -0.18 0.218
H -1.51 2.29 0.80 0.213
H -1.27 0.10 2.63 0.171
H -2.73 1.02 2.26 0.184
H -1.94 -1.44 1.11 0.515
H 0.78 -0.38 0.10 0.395
H 2.63 -1.09 1.57 0.182
H 2.64 0.56 2.18 0.169
H 3.21 1.16 -0.03 0.479
O 0.27 -2.08 -1.51 -1.045
H -0.39 -1.63 -2.11 0.516
H 1.18 -1.88 -1.86 0.511
O 2.83 -1.15 -2.18 -0.986
H 3.49 -1.84 -2.30 0.479
H 3.05 -0.66 -1.34 0.506
O -3.63 0.00 -1.21 -0.996
H -3.28 -0.27 -0.31 0.511
H -4.41 -0.57 -1.37 0.480
O -1.63 -0.67 -3.01 -0.989
H -1.41 0.14 -3.46 0.472
H -2.37 -0.40 -2.40 0.510
O -0.62 -2.60 1.03 -0.978
H 0.01 -2.03 1.47 0.477
H -0.37 -2.52 0.08 0.514
```

Values from the calculation:
calculated total energy = -21381.9151 eV
molar mass = 209.2 g mol⁻¹
structure (SMILES) = C[C@@H](CCO)NCO.O.O.O.O.O

---

Computed, not measured: a 3-piece molecular cluster, C5H14O2 overall at a distorted geometry, with ωB97M-V with the def2-TZVPD basis set.

```
21
Properties=species:S:1:pos:R:3:nbo_charge:R:1
C -2.31 -0.17 -0.38 -0.442
C -1.78 1.06 -0.34 -0.154
C -0.96 1.75 -1.39 -0.450
C 0.52 1.81 -0.94 -0.380
C 0.83 2.76 0.21 -0.616
H -2.14 -0.81 -1.23 0.202
H -2.87 -0.45 0.50 0.216
H -2.05 1.78 0.42 0.195
H -1.35 2.75 -1.60 0.211
H -0.93 1.25 -2.37 0.206
H 0.78 0.80 -0.60 0.187
H 1.20 1.98 -1.78 0.206
H 1.75 2.45 0.69 0.213
H 0.08 2.78 1.00 0.205
H 0.97 3.79 -0.11 0.205
O 2.70 -3.95 1.63 -0.935
H 2.00 -3.44 1.25 0.466
H 2.78 -4.79 1.19 0.470
O 0.01 -2.05 0.76 -0.936
H -0.32 -1.28 0.26 0.482
H 0.71 -2.38 0.22 0.450
```

Values from the calculation:
calculated total energy = -9506.0371 eV
molar mass = 106.2 g mol⁻¹
structure (SMILES) = C=CCCC.O.O

---

Computed, not measured: C5H9N as an isolated structure at a distorted geometry, with ωB97M-V with the def2-TZVPD basis set.

```
15
Properties=species:S:1:pos:R:3:nbo_charge:R:1
C 1.12 0.32 -0.16 -0.532
C 0.50 -0.89 0.36 0.328
N 0.84 -2.09 -0.13 -0.753
C -0.53 0.81 -0.50 -0.068
C -0.78 -0.61 0.88 -0.590
C -0.93 2.10 -0.30 -0.670
H 0.29 -2.90 0.11 0.403
H 1.73 -2.21 -0.59 0.399
H 1.80 0.20 -1.00 0.220
H 1.43 1.03 0.60 0.241
H -0.85 0.29 -1.39 0.191
H -1.52 -1.40 0.92 0.200
H -0.89 0.11 1.68 0.240
H -0.60 2.69 0.54 0.185
H -1.60 2.55 -1.02 0.207
```

Values from the calculation:
calculated total energy = -6816.5424 eV
molar mass = 83.1 g mol⁻¹

---

Computed, not measured: HgIO2V as an isolated structure at a distorted geometry, with ωB97M-V with the def2-TZVPD basis set.

```
5
Properties=species:S:1:pos:R:3:mulliken_charge:R:1
Hg 2.10 -2.58 -1.88 0.914
O -1.78 0.61 0.94 -0.475
V -0.21 1.05 1.04 1.502
O -0.08 2.39 0.44 -0.367
I -0.03 -1.47 -0.53 0.427
```

Values from the calculation:
calculated total energy = -42035.8968 eV
molar mass = 410.4 g mol⁻¹
total charge = +2

---

Q: What is the formula in the third record?
A: C5H9N